DFT (ωB97M-V/def2-TZVPD) results for C48H59Br6N5O22 as an isolated structure in a non-equilibrium geometry.

- calculated total energy (hartree) = -19237.00718
- HOMO-LUMO gap (Ha) = 0.31810
- strongest force on any atom (eV Å⁻¹) = 4.7
- M (g mol⁻¹) = 1537.44

```
! wB97M-V def2-TZVPD RIJCOSX def2/J DEFGRID3
* xyz 0 1
C 20.49700 -6.83550 -10.97269
C 20.12157 -5.61073 -10.34519
C 20.97226 -4.56034 -10.23913
C 22.27318 -4.68276 -10.77492
C 22.56848 -5.84763 -11.50578
C 21.65057 -6.85403 -11.61634
N 23.26011 -3.59608 -10.73941
O 24.36244 -3.77182 -11.28681
O 22.97103 -2.57646 -10.09111
H 19.90045 -7.73417 -10.91871
H 19.12697 -5.55514 -9.92795
H 20.53723 -3.62875 -9.90857
H 23.49306 -5.84579 -12.06395
H 21.88904 -7.75333 -12.16478
C 27.60772 -6.52944 -15.61549
C 27.78184 -5.16190 -15.83612
C 26.72163 -4.30784 -15.64614
C 25.42930 -4.74352 -15.33056
C 25.29692 -6.12645 -15.05329
C 26.33754 -7.02175 -15.21721
N 24.29251 -3.76391 -15.22869
O 24.35762 -2.70834 -15.81967
O 23.27060 -4.04593 -14.58987
H 28.48330 -7.14665 -15.75271
H 28.78551 -4.82555 -16.05043
H 26.81313 -3.23190 -15.66555
H 24.33901 -6.56647 -14.81838
H 26.29685 -8.08783 -15.04922
C 26.04536 -9.45832 -11.26590
C 27.23833 -9.56298 -11.93692
C 27.94586 -8.41888 -12.28295
C 27.52024 -7.14583 -11.94946
C 26.35337 -7.02352 -11.29718
C 25.61378 -8.17950 -10.98039
N 28.22368 -5.92785 -12.45612
O 29.29072 -6.08541 -13.08639
O 27.70504 -4.84370 -12.21849
H 25.40374 -10.26940 -10.95464
H 27.63682 -10.51155 -12.26529
H 28.88003 -8.61392 -12.78860
H 25.99624 -6.05903 -10.96761
H 24.73093 -8.02045 -10.37900
C 15.79799 -8.57607 -12.53293
C 16.11177 -7.27746 -12.07563
C 17.30193 -6.68108 -12.44671
C 18.25962 -7.37377 -13.21929
C 18.00605 -8.68898 -13.56306
C 16.80860 -9.25451 -13.23265
N 19.47802 -6.69079 -13.70144
O 20.42745 -7.36162 -14.13521
O 19.50530 -5.43034 -13.74166
H 14.89015 -9.12900 -12.34186
H 15.36015 -6.71851 -11.53800
H 17.37028 -5.63664 -12.18046
H 18.69462 -9.32829 -14.09554
H 16.79051 -10.28520 -13.55474
C 28.48783 -16.47489 -11.35881
C 28.74733 -17.77007 -11.77701
C 30.00942 -18.28122 -11.48217
C 31.01412 -17.47054 -10.87147
C 30.71620 -16.14289 -10.49593
C 29.44763 -15.70515 -10.78252
N 32.38057 -17.97231 -10.60553
O 33.11427 -17.31341 -9.90567
O 32.69999 -19.04980 -11.09148
H 27.57150 -15.92849 -11.52671
H 28.06403 -18.46566 -12.24141
H 30.22387 -19.31639 -11.70318
H 31.53618 -15.59005 -10.06188
H 29.17071 -14.73612 -10.39433
C 31.41201 -14.43155 -20.15804
C 32.03971 -14.64352 -18.82114
O 31.03875 -14.63224 -17.78414
C 31.40852 -15.00664 -16.53031
O 32.46469 -15.47741 -16.24699
O 30.34438 -14.94889 -15.69783
C 29.01730 -14.33471 -16.03915
H 31.98699 -14.66404 -21.05439
H 31.01066 -13.42295 -20.25683
H 30.56785 -15.12093 -20.17375
H 32.88135 -14.04026 -18.48083
H 32.47858 -15.64057 -18.78378
H 28.62769 -14.71653 -16.98283
H 28.98319 -13.25183 -16.15877
H 28.28117 -14.44626 -15.24305
C 22.92849 -12.01615 -9.32409
C 22.06161 -12.63275 -8.15398
O 22.07427 -14.10016 -8.16907
C 21.20720 -14.77008 -8.87633
O 20.35710 -14.32452 -9.58304
O 21.42872 -16.05187 -8.66497
C 20.57151 -16.99343 -9.30084
H 23.94633 -12.36457 -9.49931
H 23.07870 -10.95088 -9.14880
H 22.35097 -12.22223 -10.22526
H 21.09548 -12.14319 -8.27658
H 22.40793 -12.26834 -7.18684
H 20.81581 -17.07120 -10.36026
H 19.55272 -16.75389 -8.99624
H 20.88013 -17.95387 -8.88803
C 26.49700 -13.03825 -13.20897
C 25.01263 -13.44719 -13.34404
O 24.39083 -12.59943 -14.20605
C 23.71579 -11.49403 -13.71774
O 23.66915 -11.09850 -12.50732
O 23.23947 -10.89102 -14.77354
C 22.57052 -9.64546 -14.65406
H 27.04103 -13.97830 -13.30084
H 26.84346 -12.54352 -12.30161
H 26.96988 -12.37507 -13.93331
H 24.38136 -13.47364 -12.45584
H 25.00995 -14.44148 -13.79067
H 22.05557 -9.46487 -15.59763
H 23.33891 -8.90971 -14.41668
H 21.94530 -9.75884 -13.76843
C 25.82464 -19.76921 -10.59288
C 25.03560 -19.30011 -11.83663
O 24.29612 -18.10420 -11.52494
C 23.54959 -17.50888 -12.52315
O 23.59296 -17.80918 -13.71585
O 22.92999 -16.49736 -11.94823
C 22.19609 -15.60232 -12.82976
H 26.56457 -19.01741 -10.31829
H 26.40084 -20.68919 -10.69150
H 25.19395 -19.88247 -9.71111
H 24.41752 -20.11623 -12.21085
H 25.74298 -19.06284 -12.63125
H 22.74234 -15.29772 -13.72247
H 22.21496 -14.68908 -12.23501
H 21.18096 -15.96743 -12.98569
C 24.10185 -9.76067 -19.18345
Br 24.96835 -8.04587 -18.89034
Br 22.31271 -9.72679 -18.32356
Br 24.99775 -11.17586 -18.21658
H 23.98246 -10.08578 -20.21696
C 25.63522 -16.68511 -16.69906
Br 24.02966 -17.77771 -16.80408
Br 26.85113 -17.27343 -15.20166
Br 25.17958 -14.70463 -16.63884
H 26.07981 -16.82230 -17.68477
*
```

Mulliken population analysis, charges in e, atoms 1 to 99:
1 C -0.7905
2 C -0.3213
3 C -0.8195
4 C -0.4363
5 C 0.1429
6 C -0.3873
7 N 0.9845
8 O -0.5510
9 O -0.6073
10 H 0.5142
11 H 0.4512
12 H 0.4453
13 H 0.6947
14 H 0.6569
15 C -0.8495
16 C -0.5931
17 C -0.3288
18 C -0.1775
19 C 0.1796
20 C -0.5166
21 N 0.9747
22 O -0.5927
23 O -0.5380
24 H 0.4191
25 H 0.4017
26 H 0.4364
27 H 0.4770
28 H 0.6765
29 C -0.1121
30 C -0.1404
31 C -0.3660
32 C -0.4872
33 C -0.4723
34 C -0.3835
35 N 1.1616
36 O -0.6016
37 O -0.5917
38 H 0.4106
39 H 0.2441
40 H 0.4215
41 H 0.4835
42 H 0.4347
43 C -0.5571
44 C -0.6205
45 C -0.1148
46 C 0.0233
47 C -0.3426
48 C -0.4120
49 N 1.0865
50 O -0.5400
51 O -0.6007
52 H 0.3915
53 H 0.3842
54 H 0.5090
55 H 0.4018
56 H 0.3565
57 C -0.5384
58 C -0.4116
59 C -0.4216
60 C -0.0058
61 C -0.5294
62 C -0.4978
63 N 0.9605
64 O -0.5886
65 O -0.5829
66 H 0.5945
67 H 0.5806
68 H 0.4524
69 H 0.5019
70 H 0.4335
71 C -1.1250
72 C -0.2752
73 O -0.2998
74 C 0.6017
75 O -0.5573
76 O -0.2047
77 C -0.1713
78 H 0.3733
79 H 0.2837
80 H 0.2854
81 H 0.3560
82 H 0.2944
83 H 0.2887
84 H 0.3632
85 H -0.1869
86 C -0.8509
87 C -0.5386
88 O -0.3720
89 C 0.9156
90 O -0.5927
91 O -0.3369
92 C -0.5487
93 H 0.2990
94 H 0.3624
95 H 0.2248
96 H 0.3174
97 H 0.4041
98 H 0.1570
99 H 0.3093